--- 1 ---
Molecular formula: C5H12O3
Method: DFT, ωB97M-V/def2-TZVPD

Last column: natural (NBO) charge in e.
Cartesian coordinates (Å):
H -0.966 2.762 0.584  0.226
H -0.092 -2.382 1.261  0.156
C -0.024 2.509 0.101  -0.715
H 1.496 -2.784 0.608  0.204
H 2.587 -0.962 -1.267  0.438
H 0.749 2.441 0.872  0.261
O 1.894 -1.077 -1.929  -1.024
C -0.777 0.062 -0.094  -0.033
C 0.521 -2.363 0.348  -0.252
H -1.242 -0.554 -0.861  0.247
O 0.642 1.105 -1.674  -0.546
H 0.255 3.304 -0.590  0.253
C -1.579 0.166 1.175  -0.657
H -2.541 0.654 1.000  0.233
C -0.105 1.213 -0.648  0.597
O 0.690 -1.031 -0.073  -0.518
H -1.047 0.712 1.951  0.222
H 0.044 -2.977 -0.425  0.173
H 1.297 0.035 -1.896  0.494
H -1.801 -0.832 1.557  0.240

Computed properties:
- highest occupied orbital energy (spin up / spin down) (hartree) = -0.2867 / -0.2867
- frontier orbital gap (spin up / spin down) (eV) = 6.9 / 6.9
- LUMO level (spin up / spin down) (eV) = -0.9 / -0.9

--- 2 ---
Molecular formula: C5H12O3
Method: DFT, ωB97M-V/def2-TZVPD

Last column: natural (NBO) charge in e.
Cartesian coordinates (Å):
H -1.155 -0.843 1.045  0.212
H -0.180 -3.001 0.694  0.483
O 1.356 -1.809 1.650  -0.499
H -1.834 1.944 -0.823  0.201
C 0.888 1.212 -0.938  -0.624
O -0.190 -2.827 -0.266  -0.708
C -0.244 0.899 0.214  -0.200
H 1.194 2.242 -0.777  0.205
H 0.306 0.977 1.155  0.205
H -1.628 -0.530 -0.648  0.210
H -2.080 1.755 0.921  0.210
C 0.244 -1.522 -0.416  0.362
H -0.932 2.950 0.325  0.210
H 0.466 -1.367 -1.477  0.183
H 1.816 0.655 -1.028  0.222
O 1.485 -1.299 0.210  -0.282
C -1.336 1.951 0.151  -0.606
H 0.350 1.150 -1.883  0.191
H 2.283 -2.037 1.823  0.478
C -0.811 -0.500 0.071  -0.454

Computed properties:
- highest occupied orbital energy (hartree) = -0.3723
- frontier orbital gap (eV) = 10.7
- LUMO level (eV) = 0.5

--- 3 ---
Molecular formula: C5H12O3
Method: DFT, ωB97M-V/def2-TZVPD

Last column: natural (NBO) charge in e.
Cartesian coordinates (Å):
H 1.170 -0.702 -2.141  0.469
H 0.084 -1.905 -0.046  0.238
H -1.473 -0.909 2.599  0.465
H 0.973 -1.918 -2.873  0.465
H -0.034 2.633 -1.503  0.461
C 1.965 -1.182 0.816  -0.416
O 0.469 -1.252 -2.463  -0.920
H -1.713 0.200 -1.120  0.227
H 2.384 -2.206 0.957  0.205
C 0.745 -1.070 0.211  -0.246
O -0.152 2.952 -0.577  -0.722
H -2.094 2.748 -0.748  0.181
O -1.347 -1.815 2.257  -0.939
H 2.695 -0.317 0.980  0.212
C -1.339 2.260 -0.145  -0.101
H -0.397 -1.759 1.969  0.475
H 0.528 0.951 0.974  0.211
H -1.472 2.355 0.949  0.182
C 0.046 0.279 0.270  -0.258
C -1.040 0.657 -0.366  -0.188

Computed properties:
- highest occupied orbital energy (hartree) = -0.3361
- frontier orbital gap (eV) = 9.8
- LUMO level (eV) = 0.7

--- 4 ---
Molecular formula: C5H12O3
Method: DFT, ωB97M-V/def2-TZVPD

Last column: natural (NBO) charge in e.
Cartesian coordinates (Å):
C -1.072 -0.387 -1.009  -0.558
H 1.627 -0.196 1.755  0.524
C -0.976 2.138 -1.428  -0.353
O -0.068 -2.226 0.221  -0.750
H -1.527 0.613 -3.040  0.222
H 0.201 -1.782 -1.825  0.166
H 2.496 -2.133 2.495  0.431
C -0.632 2.587 -0.129  -0.078
H -1.942 -1.128 -1.057  0.280
H -0.548 3.642 0.106  0.230
H 0.799 1.204 2.142  0.458
H -1.251 0.144 -0.082  0.242
C 0.142 -1.258 -0.835  -0.030
H 0.426 -2.078 1.077  0.555
H 1.056 -0.633 -0.642  0.227
C -1.206 0.725 -1.986  0.275
H -0.826 1.862 0.682  0.239
H -1.093 2.795 -2.318  0.227
O 1.175 0.626 1.491  -1.050
O 1.773 -1.542 2.416  -1.256

Computed properties:
- highest occupied orbital energy (hartree) = -0.2621
- frontier orbital gap (eV) = 3.2
- LUMO level (eV) = -4.0

Top of the stability list: 3, leading by 26.7 kJ/mol.